(1)
# C4H12

A cluster of 2 separate species, C4H12 in total in a non-equilibrium geometry (ωB97M-V/def2-TZVPD, OMol25).

Each line ends with the Mulliken charge.
CARTESIAN COORDINATES (ANGSTROEM)
C (2.64573, 1.28632, -1.00312)  -1.104
C (1.49365, 0.50416, -0.34486)  -0.634
H (3.55986, 0.72713, -0.78650)  0.287
H (2.53584, 1.25829, -2.08252)  0.302
H (2.79816, 2.33496, -0.78086)  0.354
H (0.53830, 0.89517, -0.71298)  0.179
H (1.48794, 0.61185, 0.72596)  0.341
H (1.63057, -0.52446, -0.68787)  0.271
C (-2.74425, -1.12617, 0.96361)  -0.983
C (-1.41764, -0.70484, 0.38766)  -0.766
H (-3.50745, -0.87768, 0.22547)  0.293
H (-2.78842, -2.07571, 1.49249)  0.312
H (-2.96036, -0.41011, 1.80703)  0.251
H (-1.29919, 0.38472, 0.36123)  0.276
H (-1.27130, -1.04727, -0.64334)  0.328
H (-0.56475, -0.95579, 1.02293)  0.292

Cartesian forces (eV/Å) of the 3 atoms listed first:
C 0.273 -0.804 -0.193
C 0.195 1.085 -1.179
H 0.193 0.377 0.004

SMILES = CC.CC
Molar mass = 60.14 g mol⁻¹
LUMO = 1.09 eV
Charge = 0
Energy above the lowest of the compared OMol25 structures with the same formula, charge and spin = 42.1 kJ/mol
E = -159.56893 a.u.

---

(2)
# C5H8OS2

The molecule C5H8OS2 in a non-equilibrium geometry (ωB97M-V/def2-TZVPD, OMol25).

Each line ends with the Mulliken charge.
CARTESIAN COORDINATES (ANGSTROEM)
C (-3.31805, 0.12314, 0.42281)  -0.696
C (-2.32228, 0.19645, -0.43524)  -0.132
C (-1.03485, 0.90590, -0.15831)  -0.529
S (0.29579, -0.33501, -0.06971)  -0.107
C (1.75615, 0.67054, 0.00848)  0.389
S (1.77219, 2.30959, 0.00800)  -0.302
O (2.88931, -0.00820, 0.06108)  -0.282
C (2.91174, -1.43987, 0.05467)  -0.785
H (-4.27593, -0.40896, 0.16484)  0.235
H (-3.26106, 0.57755, 1.43087)  0.228
H (-2.42489, -0.26573, -1.40469)  0.315
H (-0.76663, 1.58975, -0.98884)  0.342
H (-1.06819, 1.46538, 0.75480)  0.370
H (2.39505, -1.84008, 0.90656)  0.372
H (2.47280, -1.84664, -0.87403)  0.348
H (3.97885, -1.69382, 0.11871)  0.236

Cartesian forces (eV/Å) of the 3 atoms listed first:
C -1.434 -0.363 0.706
C 0.267 0.046 -0.080
C 0.336 0.037 -1.057

SMILES = C=CCSC(=S)OC
Molar mass = 148.25 g mol⁻¹
LUMO = 0.64 eV
Charge = 0
Energy above the lowest of the compared OMol25 structures with the same formula, charge and spin = 130.4 kJ/mol
E = -1066.88169 a.u.

---

Repeat the first record exactly.
# C4H12

A cluster of 2 separate species, C4H12 in total in a non-equilibrium geometry (ωB97M-V/def2-TZVPD, OMol25).

Each line ends with the Mulliken charge.
CARTESIAN COORDINATES (ANGSTROEM)
C (2.64573, 1.28632, -1.00312)  -1.104
C (1.49365, 0.50416, -0.34486)  -0.634
H (3.55986, 0.72713, -0.78650)  0.287
H (2.53584, 1.25829, -2.08252)  0.302
H (2.79816, 2.33496, -0.78086)  0.354
H (0.53830, 0.89517, -0.71298)  0.179
H (1.48794, 0.61185, 0.72596)  0.341
H (1.63057, -0.52446, -0.68787)  0.271
C (-2.74425, -1.12617, 0.96361)  -0.983
C (-1.41764, -0.70484, 0.38766)  -0.766
H (-3.50745, -0.87768, 0.22547)  0.293
H (-2.78842, -2.07571, 1.49249)  0.312
H (-2.96036, -0.41011, 1.80703)  0.251
H (-1.29919, 0.38472, 0.36123)  0.276
H (-1.27130, -1.04727, -0.64334)  0.328
H (-0.56475, -0.95579, 1.02293)  0.292

Cartesian forces (eV/Å) of the 3 atoms listed first:
C 0.273 -0.804 -0.193
C 0.195 1.085 -1.179
H 0.193 0.377 0.004

SMILES = CC.CC
Molar mass = 60.14 g mol⁻¹
LUMO = 1.09 eV
Charge = 0
Energy above the lowest of the compared OMol25 structures with the same formula, charge and spin = 42.1 kJ/mol
E = -159.56893 a.u.